Record 1
2 unconnected molecules or ions with the total composition C6H14NO, computed with ωB97M-V/def2-TZVPD.

```
22
Properties=species:S:1:pos:R:3:forces:R:3
C 1.270 -3.113 1.729 3.6039 2.3037 2.5263
C 1.358 -1.540 1.996 -1.3765 1.0814 0.1106
C 1.155 -0.599 0.821 -3.0074 -2.4377 0.1573
C -1.290 2.209 -0.072 -1.4828 0.0798 1.8435
O -0.896 3.423 0.505 0.8342 1.1605 -0.2724
C -0.252 1.225 -0.155 2.0274 -2.0922 -1.6580
C -0.028 0.202 0.731 1.1823 0.3171 0.1145
N -1.359 0.974 -4.279 0.8323 -0.4541 0.4421
H 1.424 -3.594 2.724 -0.0920 0.3308 -0.9155
H 1.965 -3.467 1.008 0.6621 -0.2850 -0.5374
H 2.292 -1.271 2.465 0.6146 0.0216 0.2107
H 0.538 -1.270 2.720 0.9616 -0.3155 -0.4166
H 1.581 -0.951 -0.101 1.2372 0.9487 -0.5058
H -0.424 0.629 -4.595 -1.4024 0.1799 0.1320
H -1.922 2.286 -0.934 0.3429 0.5935 -1.1319
H -1.962 1.832 0.653 -1.1513 -0.7423 0.8925
H 0.041 3.513 0.749 -0.3833 -0.2831 -0.3706
H 0.339 1.193 -1.058 0.7795 0.5348 -0.0646
H -0.811 0.054 1.424 -0.3148 0.0102 1.5212
H 0.339 -3.204 1.425 -4.4381 -1.2225 -1.4989
H -2.120 0.291 -4.490 1.1984 0.7499 0.5891
H -1.240 1.178 -3.265 -0.6275 -0.4794 -1.1681
```
Positions in Å, forces in eV/Å.

Summary:
Net charge: +1
Calculated total energy, eV: -9975.748
HOMO energy, eV: -12.680
ΔE to the lowest compared entry with this formula, charge and spin, kJ/mol: 433.89
Frontier orbital gap, eV: 5.364
Strongest force on any atom, eV/Å: 4.97

---

Record 2
13 unconnected molecules or ions with the total composition C5H33NO12, computed with ωB97M-V/def2-TZVPD.

```
51
Properties=species:S:1:pos:R:3:forces:R:3
C 3.936 1.039 0.847 0.6464 1.4784 0.0087
N 2.483 0.852 0.730 1.7018 1.1923 -0.0068
C 1.797 1.282 1.877 -3.3500 -0.9728 -0.0358
C 0.441 1.174 1.804 1.8341 0.3415 0.8026
C -0.363 1.155 3.010 1.1587 0.4230 -1.1169
C -1.665 0.996 2.878 -0.3296 0.2543 1.8029
H 4.230 1.179 1.913 -0.3054 -0.1819 -0.8175
H 4.389 0.165 0.488 1.0079 -1.3673 -0.3460
H 4.443 1.865 0.256 -1.1136 -0.5103 0.6098
H 2.097 1.229 -0.157 0.2636 -0.1547 0.9078
H 2.190 1.477 2.904 0.6141 -0.3291 -1.3705
H 0.006 1.000 0.836 -0.4370 -0.1140 -0.2526
H 0.304 1.244 3.885 -1.2456 0.0145 0.1332
H -2.348 1.003 3.691 -0.2830 -0.1463 0.9586
H -2.162 0.865 1.965 0.3734 0.0132 -1.3612
H -1.212 -2.358 -0.729 -1.6527 0.3774 -0.1248
H -2.439 -2.863 -0.022 -0.4779 -0.4942 0.8303
O -2.216 -2.341 -0.779 1.3280 0.3232 -1.0770
H 2.098 -1.947 1.953 -0.4147 0.6869 0.0363
H 2.017 -3.441 1.737 0.3365 0.3671 0.4223
O 2.528 -2.755 2.206 -0.0014 -0.9900 -0.0988
H 3.780 -2.858 -0.355 2.3607 -1.4917 1.0236
H 3.034 -1.549 -0.002 0.4153 -0.7391 -0.2700
O 3.061 -2.342 -0.579 -2.7552 2.4649 -0.9341
H 0.660 -0.971 -0.071 -0.7893 -0.6720 -0.2231
H 0.978 -2.427 -0.217 1.7093 -1.4524 -0.2726
O 0.241 -1.861 -0.182 -0.1968 2.2351 0.6010
H -3.153 0.675 -1.951 -0.0335 0.3384 0.4183
H -2.479 0.141 -0.783 0.5369 -0.0172 0.3868
O -2.816 0.995 -1.078 -0.6632 -0.0021 0.0527
H 1.729 2.933 -3.029 -0.0617 -0.0514 1.1189
H 0.758 3.355 -1.917 0.3326 0.1158 -0.0114
O 1.588 2.861 -2.054 0.0133 0.5283 -1.1083
H -2.385 3.477 -1.301 1.2050 -0.3739 -1.2717
H -1.839 2.314 -2.212 -0.0750 2.5148 0.6677
O -1.726 3.326 -2.040 -0.9792 -1.8598 0.5974
H 2.183 -1.223 -2.395 1.6700 -1.2203 1.9062
H 0.574 -1.278 -2.469 0.2395 -0.4647 0.8746
O 1.411 -1.029 -2.849 -1.6277 1.5025 -2.8877
H 0.660 0.830 -2.335 -0.7691 -0.5749 0.1939
H -0.222 1.829 -1.764 -0.5419 0.7382 0.5675
O -0.234 0.897 -1.927 1.1966 -0.9278 -0.6003
H -4.043 0.080 0.324 -0.3165 0.4162 -1.8104
H -3.739 0.607 1.668 -0.4908 -1.2702 -0.4367
O -3.875 -0.245 1.184 0.1612 0.5556 2.3502
H -1.271 -2.080 1.938 0.0389 -0.9929 0.2811
H -2.693 -2.270 2.098 0.0474 -0.6933 0.3109
O -1.880 -2.812 2.197 -0.1998 1.8304 -0.6421
H -3.237 -1.270 -2.658 -0.2825 -4.0287 2.3351
H -2.360 -0.460 -3.480 -1.2222 0.3827 0.3893
O -3.259 -0.464 -3.053 1.4240 2.9981 -3.5117
```
Positions in Å, forces in eV/Å.

Summary:
Calculated total energy, eV: -31778.530
HOMO energy, eV: -8.029
ΔE to the lowest compared entry with this formula, charge and spin, kJ/mol: 483.55
Frontier orbital gap, eV: 8.137
Strongest force on any atom, eV/Å: 4.83

---

Record 3
A molecular structure, C50H43BBiN11OS, computed with ωB97M-V/def2-TZVPD.

```
108
Properties=species:S:1:pos:R:3:forces:R:3
Bi 0.298 0.157 -0.430 -0.4572 -0.2292 0.0959
C 4.284 -0.076 6.080 0.0191 0.0086 0.0114
C 2.974 -0.151 6.532 0.0113 0.0074 0.0092
C 1.919 -0.184 5.634 -0.0007 -0.0192 -0.0098
C 2.160 -0.136 4.255 -0.0135 0.0085 -0.1175
C 3.482 -0.024 3.812 0.0298 -0.0365 0.0653
C 4.530 -0.013 4.714 -0.0118 -0.0047 -0.0037
N 1.145 -0.065 3.306 -0.2103 -0.0589 0.1900
C 0.083 -0.852 3.384 0.2326 0.0203 0.0193
C -0.024 -2.020 4.216 0.0083 0.0837 0.0252
C -1.198 -2.701 4.333 0.0163 0.0444 -0.0034
C -2.347 -2.262 3.638 -0.0454 -0.0375 -0.0372
C -2.278 -1.184 2.792 0.0083 -0.0070 0.0327
C -1.065 -0.512 2.583 -0.0152 -0.0014 -0.1945
N -0.957 0.505 1.653 -0.0278 0.0905 0.2158
N -2.012 1.297 1.629 0.1250 -0.0390 -0.0080
C -1.951 2.311 0.719 -0.1534 0.0260 0.1118
C -3.016 3.239 0.707 0.0218 0.0106 -0.0065
C -2.948 4.317 -0.135 0.0138 0.0089 -0.0056
C -1.828 4.477 -0.965 -0.0425 0.0057 0.0043
C -0.854 3.508 -0.919 0.0329 -0.0278 -0.0458
N -0.910 2.441 -0.115 0.0417 0.0428 -0.0090
H 5.104 -0.047 6.785 0.0008 -0.0129 0.0084
H 2.768 -0.179 7.594 -0.0002 0.0046 0.0066
H 0.899 -0.220 5.991 -0.0154 0.0159 0.0120
H 3.663 0.048 2.750 -0.0043 0.0138 -0.0444
H 5.547 0.060 4.349 0.0084 0.0026 0.0018
H 0.861 -2.345 4.743 0.0106 -0.0554 0.0011
H -1.251 -3.584 4.956 -0.0014 -0.0145 -0.0002
H -3.277 -2.807 3.737 -0.0014 -0.0003 0.0128
H -3.141 -0.869 2.224 -0.0216 -0.0009 0.0122
H -3.844 3.080 1.382 -0.0058 -0.0087 0.0053
H -3.748 5.046 -0.148 -0.0033 0.0117 -0.0142
H -1.731 5.320 -1.633 0.0050 0.0159 -0.0070
H 0.023 3.573 -1.552 -0.0004 0.0018 0.0106
C 2.650 -3.256 1.510 -0.0013 0.0318 -0.0173
C 1.474 -2.570 1.220 -0.0160 -0.0254 0.0495
N 1.750 -1.415 0.625 -0.0474 -0.0152 -0.1019
N 3.096 -1.329 0.506 0.0220 0.0253 0.0163
C 3.649 -2.430 1.034 0.0444 0.0262 0.0341
B 3.860 -0.147 -0.146 0.0394 -0.0168 -0.0626
N 3.586 -0.156 -1.671 -0.0760 -0.1619 0.0891
C 4.473 -0.143 -2.678 0.0701 0.0348 -0.0109
C 3.795 -0.348 -3.863 0.0123 0.0087 0.0114
C 2.463 -0.491 -3.467 -0.0356 0.0458 -0.0371
N 2.345 -0.373 -2.150 0.0001 0.1262 0.0473
N 3.446 1.184 0.503 -0.0097 -0.0508 0.0659
C 4.250 2.126 1.024 0.0414 0.0427 0.0106
C 3.464 3.110 1.585 0.0267 -0.0284 0.0129
C 2.155 2.669 1.364 -0.0553 0.0173 0.0496
N 2.157 1.515 0.716 0.1031 0.0216 -0.2364
H 2.756 -4.212 1.989 -0.0004 -0.0174 0.0144
H 0.449 -2.847 1.411 -0.0080 -0.0376 -0.0285
H 4.720 -2.539 1.041 0.0154 -0.0135 0.0107
H 5.037 -0.308 0.036 0.0106 0.0035 -0.0323
H 5.521 0.000 -2.479 0.0186 -0.0082 0.0044
H 4.204 -0.397 -4.857 0.0042 -0.0030 -0.0113
H 1.594 -0.691 -4.072 -0.0186 -0.0040 -0.0138
H 5.320 2.017 0.972 0.0226 0.0070 -0.0002
H 3.787 3.995 2.101 0.0081 0.0249 0.0072
H 1.219 3.113 1.661 -0.0261 0.0218 -0.0073
C 0.140 -5.596 -1.400 -0.0368 0.0184 0.0205
C 0.923 -4.537 -1.831 0.0127 0.0185 -0.0041
C 0.490 -3.227 -1.673 0.0048 -0.0842 -0.0551
C -0.728 -2.944 -1.057 0.1121 -0.0851 0.0050
C -1.515 -4.022 -0.632 0.0121 0.0315 0.0422
C -1.088 -5.326 -0.804 0.0278 -0.0422 -0.0042
N -1.161 -1.625 -0.826 0.1192 0.1602 -0.0244
C -2.413 -1.317 -1.379 0.0729 -0.0254 -0.0277
C -3.292 -0.441 -0.743 -0.0494 0.1115 0.0051
C -4.498 -0.077 -1.329 0.0055 -0.0281 0.0222
C -4.877 -0.594 -2.557 0.0074 -0.0503 0.0039
C -4.022 -1.491 -3.190 -0.0515 0.0396 -0.0191
C -2.814 -1.845 -2.618 0.0198 -0.0229 -0.0575
H 0.476 -6.616 -1.526 0.0046 -0.0162 -0.0021
H 1.880 -4.724 -2.302 0.0028 -0.0079 -0.0031
H 1.114 -2.416 -2.024 -0.0144 0.0044 0.0202
H -2.465 -3.815 -0.154 -0.0095 0.0115 0.0034
H -1.714 -6.140 -0.460 -0.0019 -0.0137 -0.0016
H -3.037 -0.051 0.230 -0.0087 -0.0040 -0.0362
H -5.150 0.612 -0.803 -0.0094 0.0056 0.0040
H -5.819 -0.314 -3.010 -0.0072 0.0095 -0.0144
H -4.296 -1.912 -4.151 -0.0085 -0.0034 0.0025
H -2.158 -2.537 -3.132 0.0011 -0.0027 0.0018
O -0.803 0.926 -2.709 0.2563 0.1045 -0.0799
S -1.046 0.624 -4.157 -0.1724 -0.2427 0.1403
C -2.489 1.601 -4.561 -0.0243 0.0773 0.0018
C -2.937 1.689 -5.872 -0.0287 -0.0124 0.0042
C -4.088 2.410 -6.139 0.0240 -0.0154 -0.0127
C -4.780 3.026 -5.102 -0.0098 0.0172 -0.0098
C -4.324 2.918 -3.799 0.0145 -0.0048 0.0291
C -3.172 2.196 -3.516 0.0052 0.0137 -0.0888
C 0.190 1.521 -5.078 0.0150 0.1056 -0.0326
C 0.568 1.028 -6.316 0.0385 0.0275 -0.0127
C 1.571 1.678 -7.023 -0.0156 -0.0118 0.0068
C 2.192 2.790 -6.476 0.0139 -0.0103 -0.0106
C 1.815 3.262 -5.225 -0.0078 0.0216 0.0258
C 0.807 2.629 -4.518 -0.0040 -0.0500 -0.0552
H -2.396 1.207 -6.676 0.0151 -0.0051 -0.0073
H -4.447 2.491 -7.157 -0.0089 0.0047 -0.0080
H -5.680 3.588 -5.316 -0.0107 0.0009 0.0001
H -4.868 3.386 -2.989 -0.0101 0.0112 0.0111
H -2.810 2.078 -2.504 0.0041 0.0069 0.0223
H 0.101 0.135 -6.715 -0.0112 -0.0158 0.0004
H 1.878 1.302 -7.990 0.0042 0.0019 -0.0103
H 2.985 3.285 -7.022 0.0083 0.0093 -0.0026
H 2.314 4.121 -4.797 0.0023 0.0071 0.0002
H 0.507 2.962 -3.534 -0.0019 0.0089 -0.0020
```
Positions in Å, forces in eV/Å.

Summary:
Calculated total energy, eV: -88337.867
HOMO energy (spin up / spin down), eV: -6.855 / -6.434
ΔE to the lowest compared entry with this formula, charge and spin, kJ/mol: 98.35
Frontier orbital gap (spin up / spin down), eV: 6.504 / 5.567
Strongest force on any atom, eV/Å: 0.52

---

Record 4
2 unconnected molecules or ions with the total composition C21H13BF6N5O8S, computed with ωB97M-V/def2-TZVPD.

```
55
Properties=species:S:1:pos:R:3:forces:R:3
C 3.938 -5.078 -1.587 0.0784 -0.2132 -0.0085
C 3.049 -4.119 -0.893 -0.3419 0.7179 1.0134
C 3.309 -3.396 0.257 -0.0793 -0.3175 -0.6302
C 2.320 -2.393 0.548 0.3641 -0.6799 -0.7676
C 1.351 -2.361 -0.417 -0.1138 -0.4979 0.0486
B 0.142 -1.283 -0.596 3.1216 -1.0337 -0.5116
C 0.984 -0.069 -1.239 -1.7136 -0.4088 0.6886
C 0.976 0.054 -2.615 0.3635 0.4312 -0.2393
C 1.645 1.118 -3.209 -0.0269 -0.3477 -0.2039
C 1.599 1.200 -4.710 -0.0979 -0.0954 0.0444
F 2.626 1.934 -5.220 -0.6554 -0.3385 0.0027
F 1.658 -0.042 -5.290 -0.0363 1.1320 0.2573
F 0.427 1.774 -5.133 0.8855 -0.3403 -0.0590
C 2.294 2.068 -2.431 0.2068 -0.0059 -0.0408
C 2.296 1.906 -1.048 -0.0019 0.1419 0.3042
C 2.982 2.896 -0.155 -0.0307 -0.0070 -0.0934
F 2.215 3.177 0.945 0.7398 0.0421 -0.5979
F 4.181 2.423 0.313 -0.7105 0.5202 -0.1536
F 3.236 4.070 -0.798 0.0158 -0.4889 0.6482
C 1.639 0.840 -0.444 0.6993 0.4314 -0.3222
O -0.817 -1.800 -1.529 -1.4313 0.0633 0.2602
C -1.808 -2.429 -0.735 -0.0558 0.0063 -0.2480
C -1.354 -2.284 0.742 0.2363 0.0018 0.2172
O -0.334 -1.281 0.768 -2.2885 1.1203 0.5606
S 1.516 -3.634 -1.561 1.0620 0.3570 0.2327
H 4.774 -5.318 -0.933 0.1199 -0.1541 -0.0285
H 3.402 -5.998 -1.836 0.1852 -0.0195 -0.1200
H 4.339 -4.627 -2.502 -0.0422 -0.2233 0.0304
H 4.208 -3.555 0.846 -0.0319 -0.0037 -0.0741
H 2.363 -1.704 1.391 -0.0222 -0.1641 -0.2630
H 0.452 -0.678 -3.225 0.0397 0.1446 0.1640
H 2.818 2.899 -2.888 -0.0872 -0.0510 0.0357
H 1.642 0.707 0.639 -0.0141 0.1570 -0.2491
H -2.783 -1.920 -0.897 0.3005 -0.3646 0.0479
H -1.871 -3.489 -1.038 -0.2678 0.2791 0.2301
H -2.180 -1.938 1.372 0.4548 -0.5428 -0.1620
H -0.953 -3.244 1.122 -0.1057 0.3451 -0.0842
O -5.169 4.160 4.716 0.7633 -0.4812 -0.7650
N -4.225 3.915 3.984 1.4425 -1.0202 -0.7764
C -3.618 2.793 3.439 -1.1877 1.4672 1.2162
C -2.517 3.218 2.674 0.4191 2.4961 -0.5064
N -2.361 4.577 2.769 -0.9047 -2.8715 -0.2729
O -3.418 4.986 3.538 -0.1171 -0.0201 0.5422
C -1.843 2.258 1.802 -1.0383 -2.2102 0.8556
N -1.162 2.644 0.593 1.6658 -0.6604 -2.8069
O -0.875 3.824 0.328 -0.7474 -1.9038 1.1653
O -0.945 1.681 -0.196 -0.6036 2.5623 1.6160
C -2.157 0.878 1.910 0.5513 2.4081 -0.3666
C -3.303 0.513 2.636 -2.6605 -0.4988 1.0571
N -4.182 -0.558 2.440 1.4485 0.2305 -0.4237
O -4.099 -1.612 1.817 -0.6819 1.5440 1.0672
O -5.384 -0.250 3.081 0.5914 -0.0999 0.0999
N -5.341 0.995 3.663 2.9317 0.6419 -0.6477
C -4.072 1.444 3.396 -3.1288 -1.0166 -0.1335
H -1.611 0.107 1.394 0.5380 -0.1605 -0.8498
```
Positions in Å, forces in eV/Å.

Summary:
Net charge: -1
Calculated total energy, eV: -73626.462
HOMO energy, eV: -4.683
ΔE to the lowest compared entry with this formula, charge and spin, kJ/mol: 10.58
Frontier orbital gap, eV: 4.464
Strongest force on any atom, eV/Å: 3.33